{
  "formula": "C38H53AlF7O12S",
  "method": "the ωB97M-V functional and the def2-TZVPD basis",
  "lumo_energy_ev": 1.855,
  "total_charge": -1,
  "homo_ha": -0.1539,
  "elements": ["C", "C", "S", "C", "Al", "F", "C", "C", "C", "F", "C", "F", "F", "C", "C", "C", "C", "C", "C", "F", "F", "F", "C", "H", "H", "H", "H", "H", "H", "H", "H", "H", "H", "H", "H", "H", "H", "H", "H", "H", "O", "C", "O", "C", "C", "C", "H", "H", "H", "H", "H", "H", "O", "C", "O", "C", "C", "C", "H", "H", "H", "H", "H", "H", "O", "C", "O", "C", "C", "C", "H", "H", "H", "H", "H", "H", "O", "C", "O", "C", "C", "C", "H", "H", "H", "H", "H", "H", "O", "C", "O", "C", "C", "C", "H", "H", "H", "H", "H", "H", "O", "C", "O", "C", "C", "C", "H", "H", "H", "H", "H", "H"],
  "positions_angstrom": [[-1.033, -3.044, 2.153], [-0.018, -2.553, 1.006], [-0.304, -3.313, -0.665], [1.151, -2.904, -1.799], [1.699, -0.938, -1.755], [1.994, -0.362, 0.023], [0.303, 0.351, -2.542], [-0.151, 1.367, -1.365], [-0.903, 2.685, -1.892], [-0.182, 3.867, -1.353], [3.500, -0.666, -2.780], [3.411, 0.385, -3.784], [3.984, -1.896, -3.372], [4.598, -0.264, -1.657], [5.530, -1.285, -0.961], [6.518, -0.772, 0.141], [6.525, 0.750, 0.525], [5.614, 1.803, -0.179], [5.590, 3.356, 0.167], [5.693, 4.085, -1.050], [4.325, 3.695, 0.734], [6.591, 3.759, 1.085], [4.633, 1.265, -1.282], [-1.922, -3.652, 1.784], [-1.400, -2.090, 2.694], [-0.402, -3.624, 2.927], [1.066, -2.708, 1.367], [-0.147, -1.411, 0.882], [0.898, -3.288, -2.862], [2.064, -3.514, -1.419], [0.791, 0.974, -3.380], [-0.603, -0.207, -2.966], [-0.760, 0.751, -0.616], [0.789, 1.735, -0.800], [-1.939, 2.696, -1.394], [-0.935, 2.671, -3.032], [5.445, -2.385, -1.277], [7.190, -1.534, 0.666], [7.254, 1.061, 1.360], [3.923, 2.007, -1.806], [8.632, -0.738, -1.895], [8.332, -0.718, -3.060], [7.271, -1.390, -3.582], [7.265, -1.240, -5.004], [8.067, 0.012, -5.275], [9.080, 0.000, -4.150], [7.719, -2.130, -5.451], [6.237, -1.151, -5.359], [8.516, 0.029, -6.270], [7.424, 0.892, -5.179], [9.972, -0.577, -4.409], [9.351, 1.010, -3.841], [-1.413, 2.277, 3.120], [-1.650, 3.402, 2.761], [-1.904, 4.435, 3.613], [-2.251, 5.598, 2.856], [-1.666, 5.368, 1.482], [-1.755, 3.865, 1.334], [-3.342, 5.686, 2.834], [-1.834, 6.486, 3.335], [-2.186, 5.918, 0.695], [-0.616, 5.676, 1.470], [-2.721, 3.552, 0.929], [-0.938, 3.473, 0.730], [-2.714, -4.912, -0.303], [-3.833, -4.732, 0.098], [-4.215, -3.655, 0.842], [-5.581, -3.813, 1.238], [-6.176, -4.780, 0.241], [-4.997, -5.665, -0.100], [-5.605, -4.202, 2.261], [-6.083, -2.844, 1.217], [-7.036, -5.326, 0.633], [-6.499, -4.238, -0.653], [-4.902, -6.504, 0.594], [-5.045, -6.019, -1.129], [-6.070, 0.859, 0.609], [-5.607, 0.807, 1.721], [-4.630, 1.634, 2.179], [-4.242, 1.225, 3.497], [-5.415, 0.440, 4.032], [-5.981, -0.195, 2.780], [-3.335, 0.619, 3.422], [-4.028, 2.105, 4.106], [-5.136, -0.281, 4.802], [-6.154, 1.124, 4.462], [-5.499, -1.149, 2.555], [-7.063, -0.314, 2.844], [-6.593, 1.089, 8.397], [-5.540, 0.514, 8.497], [-4.337, 1.059, 8.171], [-3.313, 0.067, 8.306], [-3.879, -0.961, 9.258], [-5.361, -0.910, 8.950], [-3.101, -0.352, 7.319], [-2.405, 0.529, 8.697], [-3.439, -1.952, 9.132], [-3.708, -0.644, 10.291], [-5.630, -1.581, 8.131], [-5.962, -1.120, 9.834], [-0.456, 1.053, -5.450], [0.203, 0.746, -6.407], [-0.031, -0.357, -7.173], [1.003, -0.480, -8.155], [1.581, 0.909, -8.300], [1.418, 1.478, -6.907], [1.741, -1.203, -7.796], [0.577, -0.845, -9.092], [2.613, 0.910, -8.656], [0.980, 1.490, -9.007], [2.269, 1.236, -6.265], [1.246, 2.554, -6.930]],
  "atomic_forces_ev_per_a": [[0.741, 0.410, 0.330], [0.648, 1.643, 0.413], [0.487, -0.177, -0.239], [1.235, -0.480, 0.577], [-0.916, 0.646, 1.280], [-0.179, -0.835, -2.319], [-0.009, 0.866, 0.336], [0.775, -0.099, -0.423], [0.055, -1.265, 1.379], [-1.078, -1.377, -1.188], [1.271, -0.008, 1.810], [0.780, -1.727, 1.012], [-0.384, 1.832, 0.015], [1.862, 1.968, 1.177], [-0.147, 3.757, 0.973], [-3.045, 2.414, -1.909], [-1.430, -1.161, -1.839], [-0.257, -4.069, -1.074], [-0.895, -1.028, -0.224], [0.042, -0.935, 2.853], [2.885, -0.260, -1.120], [-2.167, -0.594, -2.232], [2.179, -1.768, 1.810], [1.357, 0.840, 0.481], [0.373, -1.591, -0.843], [-1.276, 0.631, -1.201], [-1.674, 0.174, -0.712], [0.367, -1.847, 0.267], [0.118, 0.548, 1.832], [-1.438, 0.660, -0.721], [-0.856, -0.946, 1.171], [1.176, 0.907, 0.479], [0.610, 1.180, -0.910], [-1.523, -0.582, -0.840], [1.374, 0.397, -1.089], [0.144, 0.560, 1.622], [0.319, 1.957, 0.632], [-1.039, 1.517, -0.851], [-1.352, -0.381, -1.560], [1.286, -1.468, 0.919], [-0.271, -0.244, -0.724], [0.328, -0.170, 1.020], [0.386, 0.145, 0.255], [-0.389, -0.149, -0.363], [0.107, 0.433, -0.505], [-0.200, 0.428, -0.391], [0.003, 0.018, 0.036], [0.025, -0.157, 0.277], [-0.086, -0.060, 0.043], [0.030, -0.121, -0.015], [0.024, 0.062, 0.134], [0.211, -0.248, 0.181], [-0.133, 0.843, 0.402], [0.008, -1.119, -0.281], [0.125, -0.351, 0.162], [-0.140, 0.483, 0.009], [0.139, 0.363, -0.523], [0.302, 0.342, -0.089], [0.033, -0.031, 0.014], [-0.064, -0.203, 0.181], [0.030, -0.011, 0.108], [-0.118, -0.011, -0.021], [0.073, -0.162, 0.039], [-0.261, -0.227, 0.090], [-1.155, 0.322, 0.582], [1.331, -0.575, -0.481], [0.046, -0.080, -0.137], [-0.217, 0.276, 0.227], [-0.645, -0.228, -0.196], [-0.567, 0.123, -0.192], [0.011, -0.005, -0.021], [0.238, -0.014, 0.010], [0.043, 0.110, 0.030], [0.019, -0.020, 0.126], [0.102, -0.018, -0.115], [0.289, -0.159, 0.184], [0.392, 0.347, 0.613], [-0.129, -0.141, -1.055], [-0.510, -0.121, -0.351], [0.481, -0.004, 0.518], [-0.287, -0.138, 0.564], [-0.172, 0.064, 0.520], [-0.041, 0.133, -0.039], [0.093, -0.014, -0.275], [0.062, 0.102, -0.040], [0.084, -0.078, 0.012], [-0.059, 0.059, -0.089], [0.113, -0.164, -0.312], [0.853, 0.043, -0.007], [-0.988, 0.330, -0.315], [-0.523, 0.046, 0.136], [0.569, -0.077, -0.111], [0.226, -0.515, 0.357], [0.348, -0.191, 0.405], [-0.012, 0.049, 0.043], [-0.169, 0.153, -0.182], [0.036, 0.127, -0.027], [0.018, -0.033, -0.109], [-0.127, 0.058, 0.063], [-0.226, 0.016, -0.312], [-0.045, -0.414, -1.044], [-0.338, 0.406, 1.264], [-0.139, 0.167, 0.099], [0.112, -0.341, -0.270], [0.397, 0.334, -0.432], [0.169, 0.149, -0.485], [-0.036, 0.042, 0.008], [-0.123, -0.085, 0.217], [-0.089, -0.080, -0.004], [0.061, -0.087, 0.025], [-0.117, 0.084, 0.128], [0.044, -0.119, 0.354]]
}

=====

{
  "formula": "C24H22NO4",
  "method": "the ωB97M-V functional and the def2-TZVPD basis",
  "lumo_energy_ev": -4.723,
  "total_charge": 1,
  "homo_ha": -0.4122,
  "elements": ["C", "O", "C", "C", "C", "C", "C", "C", "C", "C", "C", "O", "C", "C", "C", "C", "C", "H", "H", "H", "H", "H", "H", "H", "H", "H", "H", "H", "H", "H", "H", "H", "O", "C", "O", "C", "C", "C", "C", "N", "C", "C", "C", "C", "H", "H", "H", "H", "H", "H", "H"],
  "positions_angstrom": [[5.729, -0.201, 3.747], [4.439, 0.169, 4.277], [3.435, 0.406, 3.392], [2.191, 0.842, 3.923], [1.118, 1.051, 3.093], [1.212, 0.805, 1.696], [0.019, 0.810, 0.846], [0.031, 1.408, -0.482], [-1.225, 1.661, -1.103], [-1.319, 1.988, -2.432], [-0.150, 2.059, -3.239], [-0.329, 2.091, -4.585], [0.827, 1.978, -5.440], [1.112, 1.971, -2.611], [1.189, 1.736, -1.243], [2.443, 0.341, 1.184], [3.544, 0.164, 2.003], [6.360, -0.357, 4.624], [5.665, -1.129, 3.159], [6.142, 0.606, 3.122], [2.120, 0.985, 5.005], [0.195, 1.471, 3.499], [-0.927, 0.968, 1.372], [-2.128, 1.664, -0.495], [-2.289, 2.115, -2.923], [0.438, 2.102, -6.452], [1.565, 2.766, -5.222], [1.299, 0.988, -5.340], [2.026, 2.053, -3.214], [2.157, 1.880, -0.768], [2.564, 0.148, 0.118], [4.491, -0.190, 1.580], [-5.619, -1.868, -2.787], [-4.446, -1.626, -2.521], [-3.544, -1.101, -3.404], [-3.800, -1.831, -1.208], [-2.459, -1.445, -1.008], [-1.905, -1.562, 0.258], [-2.697, -2.135, 1.297], [-1.889, -2.285, 2.415], [-0.623, -1.835, 2.135], [-0.608, -1.244, 0.852], [-4.006, -2.549, 1.110], [-4.573, -2.353, -0.146], [-4.009, -1.028, -4.244], [-1.849, -1.113, -1.845], [-2.186, -2.747, 3.276], [0.170, -1.908, 2.872], [0.287, -1.160, 0.239], [-4.564, -2.971, 1.948], [-5.623, -2.588, -0.330]],
  "atomic_forces_ev_per_a": [[-0.177, 0.047, 0.026], [-0.398, 0.239, -0.758], [-0.052, -0.456, -0.172], [0.761, -0.097, 0.253], [-0.089, 0.037, -0.638], [0.196, -0.911, 0.047], [-0.061, 2.511, 0.716], [-0.206, -0.296, -0.255], [0.245, 0.123, 0.029], [0.101, 0.144, -0.794], [-0.109, -1.021, -0.188], [0.340, 0.236, 0.976], [-0.009, 0.095, 0.119], [-0.146, 0.156, -0.146], [-0.210, -0.109, -0.143], [-0.145, 0.383, 0.222], [0.448, 0.034, 0.576], [-0.116, 0.032, -0.233], [0.006, 0.236, 0.253], [-0.155, -0.217, 0.223], [0.030, 0.092, -0.435], [0.132, -0.334, -0.050], [0.396, 0.103, -0.125], [0.118, -0.407, -0.153], [0.377, 0.045, 0.251], [0.127, -0.024, 0.214], [-0.296, -0.203, -0.107], [-0.212, 0.292, 0.051], [-0.428, 0.206, 0.491], [-0.236, -0.436, -0.113], [-0.160, -0.249, 0.383], [-0.521, 0.205, 0.165], [2.244, 0.481, 0.317], [-1.238, -0.168, -0.644], [-0.811, -0.347, 0.231], [0.450, 0.103, 0.971], [-0.331, -0.163, -0.270], [-0.560, -0.044, 1.050], [0.344, 0.025, -0.888], [1.114, 0.189, -0.001], [-1.006, 0.443, -0.126], [0.326, -1.405, -0.554], [-0.299, 0.180, 0.063], [0.196, 0.124, -0.022], [-0.120, 0.084, -0.324], [-0.276, 0.073, 0.197], [0.313, 0.332, -0.457], [-0.193, 0.082, -0.155], [-0.111, -0.480, 0.274], [0.013, 0.058, -0.360], [0.391, -0.022, 0.011]]
}

=====

{
  "formula": "C6H6O2",
  "method": "the ωB97M-V functional and the def2-TZVPD basis",
  "de_lowest_kcal_mol": 49.18,
  "lumo_energy_ev": 0.755,
  "total_charge": 0,
  "homo_ha": -0.3565,
  "elements": ["O", "C", "C", "C", "C", "C", "O", "C", "H", "H", "H", "H", "H", "H"],
  "positions_angstrom": [[-2.797, 0.020, -0.143], [-1.634, -0.391, -0.295], [-0.520, 0.141, 0.601], [0.094, 1.458, 0.008], [1.375, 1.204, -0.292], [1.833, -0.197, 0.032], [1.054, -1.258, -0.672], [0.657, -0.832, 0.735], [-1.412, -1.286, -0.894], [-0.951, 0.311, 1.557], [-0.453, 2.431, -0.074], [2.132, 1.955, -0.623], [2.881, -0.306, 0.241], [0.909, -1.492, 1.577]],
  "atomic_forces_ev_per_a": [[2.752, -0.776, -0.864], [-2.828, 0.308, 1.783], [0.597, 0.345, -0.743], [0.419, -0.828, 0.414], [0.755, 0.989, -0.244], [-2.824, 0.309, -0.363], [0.913, 1.083, 2.595], [1.780, 0.516, -2.454], [0.070, 0.346, -0.400], [-0.596, 0.376, 0.842], [0.506, -1.239, -0.046], [-0.925, -0.638, 0.087], [0.181, -0.749, 0.023], [-0.802, -0.043, -0.630]]
}